[1]
C13H28IrNO2PSi | ωB97M-V/def2-TZVPD

XYZ file:
```
47
Properties=species:S:1:pos:R:3:nbo_charge:R:1
Ir -0.338 0.750 0.056 0.67
Si -0.958 1.842 -1.972 0.68
P -0.041 -1.078 -1.178 1.06
N 1.325 0.817 0.758 -0.43
H -0.521 2.300 -0.245 -0.07
C 0.322 -2.514 -0.125 -0.96
H 0.466 -3.380 -0.783 0.22
H -0.498 -2.690 0.581 0.30
H 1.243 -2.326 0.436 0.25
C -1.286 -1.710 -2.324 -0.97
H -0.801 -2.502 -2.909 0.23
H -1.633 -0.919 -2.996 0.25
H -2.130 -2.124 -1.760 0.27
C 1.509 -0.923 -2.136 -0.96
H 1.549 -1.771 -2.831 0.23
H 2.367 -0.962 -1.453 0.25
H 1.529 0.018 -2.698 0.25
C -2.800 2.118 -2.259 -1.09
H -3.408 1.929 -1.372 0.25
H -3.125 1.468 -3.076 0.24
H -2.927 3.164 -2.562 0.25
H -0.437 3.225 -2.285 -0.17
H -0.434 1.020 -3.112 -0.20
C 2.605 1.177 0.741 0.05
C 4.812 1.042 1.748 -0.21
C 3.479 0.693 1.758 -0.20
C 3.138 2.002 -0.301 -0.21
C 4.484 2.327 -0.294 -0.20
C 5.328 1.863 0.727 -0.20
H 5.468 0.682 2.538 0.22
H 3.008 0.040 2.503 0.23
H 2.447 2.341 -1.076 0.22
H 4.884 2.951 -1.082 0.22
H 6.383 2.140 0.723 0.22
C -2.611 -1.561 2.191 0.28
O -1.370 -1.470 2.262 -0.83
C -3.541 -0.901 3.184 -0.68
H -4.452 -0.550 2.687 0.19
H -3.015 -0.081 3.682 0.20
H -3.850 -1.661 3.921 0.19
C -3.283 -2.354 1.105 -0.68
H -2.736 -3.286 0.897 0.19
H -3.285 -1.755 0.177 0.16
H -4.326 -2.569 1.380 0.21
O -1.092 1.082 1.986 -0.95
H -0.857 0.241 2.475 0.53
H -0.593 1.852 2.314 0.49
```

Calculated values
Energy (eV): -39518.695
Lowest unoccupied orbital energy (spin up / spin down) (Eh): 0.0133 / -0.0788
2S+1: 6
ΔE to the lowest compared entry with this formula, charge and spin (kJ/mol): 65.8
E_HOMO (spin up / spin down) (eV): -3.091 / -7.651
<S²>: 8.8136

[2]
C13H29BBrN4O14PS2 | ωB97M-V/def2-TZVPD

XYZ file:
```
65
Properties=species:S:1:pos:R:3:nbo_charge:R:1
C 4.609 1.080 -0.295 -0.41
N 5.379 -0.070 0.225 -0.69
C 6.443 0.377 1.139 -0.41
B 4.568 -1.099 0.764 1.20
O 4.911 -1.740 1.920 -0.89
O 3.378 -1.532 0.116 -1.01
P 3.377 -2.360 -1.237 2.58
O 2.995 -3.760 -1.029 -1.10
O 2.474 -1.522 -2.214 -0.80
C 1.096 -1.377 -1.797 -0.08
C 0.646 0.074 -1.923 -0.42
C 0.028 0.580 -0.620 -0.41
C -1.272 -0.149 -0.266 -0.23
N -1.086 -1.086 0.870 -0.66
C -2.136 -2.035 0.964 0.58
N -3.100 -2.016 1.797 -0.75
N -2.068 -3.027 -0.015 -0.84
O 4.782 -2.143 -1.926 -0.79
C 5.786 -3.133 -1.723 -0.18
C 7.159 -2.506 -1.728 0.51
O 8.094 -3.003 -1.216 -0.48
Br 7.333 -0.841 -2.707 -0.02
H 3.569 0.820 -0.458 0.20
H 4.661 1.919 0.395 0.19
H 5.015 1.406 -1.253 0.20
H 6.950 1.229 0.693 0.20
H 6.055 0.687 2.109 0.19
H 7.172 -0.410 1.296 0.21
H 4.520 -2.617 1.986 0.50
H 0.511 -2.035 -2.435 0.19
H 0.958 -1.724 -0.774 0.20
H -0.115 0.150 -2.697 0.21
H 1.481 0.703 -2.216 0.23
H 0.732 0.399 0.194 0.21
H -0.131 1.654 -0.661 0.22
H -2.058 0.573 -0.040 0.20
H -1.629 -0.715 -1.124 0.20
H -1.079 -0.538 1.721 0.38
H -3.014 -1.205 2.403 0.34
H -1.151 -3.038 -0.440 0.38
H -2.277 -3.934 0.376 0.40
H 5.679 -3.585 -0.740 0.23
H 5.733 -3.894 -2.494 0.24
C -5.557 -1.264 -0.944 -0.10
C -5.890 -0.547 0.345 -0.11
O -5.304 0.756 0.163 -0.70
S -5.390 1.183 -1.371 2.55
O -6.508 2.036 -1.554 -0.90
O -4.092 1.585 -1.780 -0.91
O -5.726 -0.254 -1.962 -0.69
H -4.522 -1.608 -0.958 0.21
H -6.223 -2.097 -1.148 0.22
H -5.443 -1.027 1.210 0.24
H -6.968 -0.442 0.483 0.19
C -3.871 4.220 0.914 -0.10
C -5.015 4.591 1.832 -0.10
O -4.636 4.018 3.094 -0.69
S -3.049 4.067 3.263 2.55
O -2.679 5.198 4.031 -0.90
O -2.601 2.767 3.612 -0.91
O -2.699 4.362 1.733 -0.69
H -3.942 3.181 0.587 0.20
H -3.791 4.871 0.049 0.22
H -5.965 4.171 1.515 0.22
H -5.108 5.673 1.949 0.19
```

Calculated values
Energy (eV): -150259.676
Lowest unoccupied orbital energy (Eh): 0.0125
E_HOMO (eV): -9.699

[3]
C13H29Br3ClNO5S3 | ωB97M-V/def2-TZVPD

XYZ file:
```
55
Properties=species:S:1:pos:R:3:nbo_charge:R:1
C 1.033 1.496 -1.082 -0.64
C 0.533 0.989 0.255 -0.18
Cl -0.126 2.325 1.272 -0.08
C -0.489 -0.173 0.189 -0.28
N -0.714 -0.690 -1.187 -0.52
C -1.000 -2.067 -1.064 0.92
O -0.605 -2.867 -1.794 -0.52
O -1.779 -2.407 0.028 -0.61
Br -1.099 -3.804 0.963 0.34
C -1.743 0.025 -1.969 -0.06
Br -3.312 -1.088 -2.473 0.00
C -2.274 1.317 -1.323 -0.25
C -3.435 1.124 -0.327 -0.66
Br -3.025 2.385 -2.826 -0.03
H 1.259 0.692 -1.774 0.23
H 0.373 2.201 -1.575 0.23
H 1.956 2.035 -0.902 0.23
H 1.400 0.646 0.793 0.22
H 0.003 -0.972 0.735 0.24
H -1.387 0.035 0.761 0.24
H -1.320 0.283 -2.926 0.22
H -1.519 1.958 -0.902 0.25
H -3.444 0.134 0.110 0.23
H -3.238 1.818 0.488 0.23
H -4.378 1.423 -0.753 0.23
C 2.491 -5.047 0.659 -0.83
S 2.559 -3.852 2.002 1.25
O 2.347 -2.504 1.406 -0.99
C 4.320 -4.021 2.318 -0.83
H 1.472 -5.072 0.278 0.25
H 3.171 -4.745 -0.137 0.23
H 2.763 -6.033 1.039 0.23
H 4.881 -3.785 1.414 0.23
H 4.534 -5.039 2.644 0.23
H 4.590 -3.323 3.108 0.24
C -0.650 -1.231 4.500 -0.84
S -2.295 -1.430 3.800 1.26
O -2.624 -0.171 3.084 -0.99
C -3.176 -1.398 5.369 -0.83
H 0.063 -1.185 3.677 0.25
H -0.604 -0.308 5.078 0.23
H -0.419 -2.089 5.133 0.22
H -2.968 -0.463 5.890 0.23
H -2.866 -2.248 5.976 0.23
H -4.241 -1.470 5.158 0.24
C 1.499 6.207 -4.388 -0.83
S 0.708 4.684 -3.851 1.26
O 1.262 4.348 -2.514 -0.99
C 1.524 3.618 -5.048 -0.83
H 1.158 7.011 -3.739 0.24
H 2.582 6.108 -4.311 0.23
H 1.209 6.423 -5.417 0.23
H 2.606 3.688 -4.927 0.23
H 1.234 3.915 -6.056 0.23
H 1.201 2.595 -4.863 0.24
```

Calculated values
Energy (eV): -280830.428
Lowest unoccupied orbital energy (Eh): -0.0223
E_HOMO (eV): -8.916

[4]
C13H29BrIO11PS2Si2 | ωB97M-V/def2-TZVPD

XYZ file:
```
60
Properties=species:S:1:pos:R:3:nbo_charge:R:1
C 2.412 2.900 0.331 -0.61
C 1.466 1.687 0.510 -0.94
Si -0.325 1.954 0.029 1.96
C -0.382 1.942 -1.855 -0.93
C -0.095 3.345 -2.437 -0.40
C 1.023 3.308 -3.483 -0.68
S 1.946 4.805 -3.567 2.39
O 2.842 4.691 -4.660 -0.93
O 2.506 5.127 -2.297 -0.96
O 0.866 5.902 -3.937 -0.88
C -1.361 0.482 0.658 -1.02
C -1.774 -0.452 -0.411 0.82
O -2.704 -0.281 -1.169 -0.52
O -1.007 -1.634 -0.467 -0.58
C -0.021 -1.647 -1.441 0.80
C 1.279 -2.141 -0.908 -0.73
O -0.221 -1.326 -2.592 -0.54
O -0.981 3.441 0.475 -1.28
Si -0.816 4.046 1.994 1.16
Br 0.597 5.793 1.877 -0.31
I -3.008 4.954 2.625 -0.17
P -0.253 2.498 3.524 0.68
C 1.317 3.129 4.230 -0.97
O -1.339 2.718 4.753 -0.95
H 1.977 3.706 -0.234 0.23
H 3.343 2.577 -0.102 0.22
H 2.662 3.291 1.304 0.21
H 1.812 0.911 -0.163 0.24
H 1.581 1.260 1.496 0.24
H 0.364 1.228 -2.179 0.24
H -1.349 1.634 -2.220 0.27
H 0.197 4.048 -1.667 0.21
H -1.008 3.726 -2.859 0.22
H 0.601 3.098 -4.453 0.25
H 1.725 2.534 -3.230 0.25
H 0.895 6.566 -3.241 0.52
H -0.736 -0.051 1.360 0.26
H -2.243 0.815 1.178 0.29
H 2.089 -1.810 -1.529 0.24
H 1.399 -1.733 0.084 0.23
H 1.257 -3.217 -0.839 0.28
H 1.371 2.840 5.268 0.24
H 2.181 2.750 3.707 0.25
H 1.382 4.209 4.210 0.24
H -0.987 3.378 5.353 0.48
O -1.452 -7.059 -1.523 -0.94
S -1.409 -5.984 -0.582 2.39
O -0.185 -5.284 -0.343 -0.96
O -1.997 -6.494 0.804 -0.72
C -1.413 -7.677 1.391 -0.08
C -0.047 -7.421 1.996 -0.64
C -2.669 -4.813 -0.948 -0.89
H -1.378 -8.474 0.647 0.20
H -2.112 -7.984 2.166 0.20
H 0.685 -7.166 1.232 0.23
H 0.304 -8.312 2.517 0.22
H -0.089 -6.591 2.701 0.22
H -3.606 -5.339 -1.101 0.25
H -2.368 -4.297 -1.858 0.26
H -2.741 -4.106 -0.126 0.26
```

Calculated values
Energy (eV): -161337.308
Lowest unoccupied orbital energy (Eh): -0.0037
E_HOMO (eV): -9.195

Q: The lowest energy belongs to which entry?
A: C13H29Br3ClNO5S3

What did the second record say?
C13H29BBrN4O14PS2 | ωB97M-V/def2-TZVPD

XYZ file:
```
65
Properties=species:S:1:pos:R:3:nbo_charge:R:1
C 4.609 1.080 -0.295 -0.41
N 5.379 -0.070 0.225 -0.69
C 6.443 0.377 1.139 -0.41
B 4.568 -1.099 0.764 1.20
O 4.911 -1.740 1.920 -0.89
O 3.378 -1.532 0.116 -1.01
P 3.377 -2.360 -1.237 2.58
O 2.995 -3.760 -1.029 -1.10
O 2.474 -1.522 -2.214 -0.80
C 1.096 -1.377 -1.797 -0.08
C 0.646 0.074 -1.923 -0.42
C 0.028 0.580 -0.620 -0.41
C -1.272 -0.149 -0.266 -0.23
N -1.086 -1.086 0.870 -0.66
C -2.136 -2.035 0.964 0.58
N -3.100 -2.016 1.797 -0.75
N -2.068 -3.027 -0.015 -0.84
O 4.782 -2.143 -1.926 -0.79
C 5.786 -3.133 -1.723 -0.18
C 7.159 -2.506 -1.728 0.51
O 8.094 -3.003 -1.216 -0.48
Br 7.333 -0.841 -2.707 -0.02
H 3.569 0.820 -0.458 0.20
H 4.661 1.919 0.395 0.19
H 5.015 1.406 -1.253 0.20
H 6.950 1.229 0.693 0.20
H 6.055 0.687 2.109 0.19
H 7.172 -0.410 1.296 0.21
H 4.520 -2.617 1.986 0.50
H 0.511 -2.035 -2.435 0.19
H 0.958 -1.724 -0.774 0.20
H -0.115 0.150 -2.697 0.21
H 1.481 0.703 -2.216 0.23
H 0.732 0.399 0.194 0.21
H -0.131 1.654 -0.661 0.22
H -2.058 0.573 -0.040 0.20
H -1.629 -0.715 -1.124 0.20
H -1.079 -0.538 1.721 0.38
H -3.014 -1.205 2.403 0.34
H -1.151 -3.038 -0.440 0.38
H -2.277 -3.934 0.376 0.40
H 5.679 -3.585 -0.740 0.23
H 5.733 -3.894 -2.494 0.24
C -5.557 -1.264 -0.944 -0.10
C -5.890 -0.547 0.345 -0.11
O -5.304 0.756 0.163 -0.70
S -5.390 1.183 -1.371 2.55
O -6.508 2.036 -1.554 -0.90
O -4.092 1.585 -1.780 -0.91
O -5.726 -0.254 -1.962 -0.69
H -4.522 -1.608 -0.958 0.21
H -6.223 -2.097 -1.148 0.22
H -5.443 -1.027 1.210 0.24
H -6.968 -0.442 0.483 0.19
C -3.871 4.220 0.914 -0.10
C -5.015 4.591 1.832 -0.10
O -4.636 4.018 3.094 -0.69
S -3.049 4.067 3.263 2.55
O -2.679 5.198 4.031 -0.90
O -2.601 2.767 3.612 -0.91
O -2.699 4.362 1.733 -0.69
H -3.942 3.181 0.587 0.20
H -3.791 4.871 0.049 0.22
H -5.965 4.171 1.515 0.22
H -5.108 5.673 1.949 0.19
```

Calculated values
Energy (eV): -150259.676
Lowest unoccupied orbital energy (Eh): 0.0125
E_HOMO (eV): -9.699